(1)
Molecular formula: C18H54NO15
Method: DFT, ωB97M-V/def2-TZVPD

F_max: 0.0111 Eh/bohr
charge: +1
LUMO energy: -2.8 eV
E_HOMO: -11.33 eV

The geometry in XYZ format:
```
88
Properties=species:S:1:pos:R:3:forces:R:3:lowdin_charge:R:1
C -1.901507 2.123014 -2.962331 0.0 0.1 0.2 -0.055
C -2.426713 1.507650 -1.679037 0.0 0.1 0.1 -0.154
N -1.358485 1.493259 -0.608167 0.1 -0.1 -0.2 0.061
C -0.761547 0.166501 -0.267357 0.4 -0.1 0.4 -0.104
C 0.129275 -0.409743 -1.371403 -0.2 0.1 -0.1 -0.204
O 0.263639 -1.803723 -1.168910 0.1 0.0 0.1 -0.043
H -0.982112 1.648239 -3.305769 -0.1 -0.1 -0.1 0.082
H -2.666000 2.059439 -3.734056 0.1 -0.1 -0.1 0.086
H -1.698550 3.184223 -2.795273 0.0 0.0 -0.1 0.076
H -2.795799 0.488636 -1.787832 0.1 0.0 0.0 0.134
H -3.236365 2.123827 -1.289194 -0.1 -0.1 0.0 0.129
H -0.581419 2.107857 -0.904235 0.1 0.3 0.2 0.127
H -1.742311 1.875205 0.256095 0.1 0.0 0.0 0.163
H -1.547009 -0.517905 0.040202 -0.1 0.1 -0.2 0.098
H -0.158244 0.356062 0.623024 -0.1 -0.1 0.0 0.137
H -0.272130 -0.188343 -2.363375 0.0 -0.1 0.0 0.119
H 1.121412 0.046331 -1.312950 0.0 0.0 -0.1 0.118
H -0.203383 -2.284600 -1.858366 0.0 0.0 -0.1 0.111
C -2.512045 4.514960 -6.606204 0.0 0.0 0.0 -0.242
C -3.474788 4.742809 -5.461974 0.0 0.0 0.1 -0.233
O -2.817896 5.453195 -4.402617 0.0 -0.1 -0.1 -0.087
O -1.360938 3.824119 -6.144787 -0.1 -0.1 0.1 -0.070
H -2.975082 3.911157 -7.386367 0.0 0.0 0.0 0.126
H -2.224776 5.478866 -7.045662 0.0 0.0 0.0 0.123
H -3.771227 3.784257 -5.035148 -0.1 0.0 0.0 0.107
H -4.371624 5.273884 -5.788696 0.0 0.0 0.0 0.125
H -2.674343 6.354046 -4.714483 0.0 0.0 0.1 0.095
H -1.153393 4.223187 -5.290766 0.1 0.1 -0.1 0.058
C 1.353170 4.245817 -1.999355 0.1 0.0 0.0 -0.215
C 0.618617 5.531708 -1.692310 -0.1 0.0 0.0 -0.239
O 0.949609 5.979725 -0.385810 0.0 -0.1 0.1 -0.054
O 1.082913 3.279415 -0.977012 -0.5 -0.2 0.1 -0.100
H 1.035412 3.827114 -2.954948 0.0 0.0 0.0 0.117
H 2.432283 4.421090 -2.045121 0.0 0.0 0.0 0.129
H -0.458002 5.349156 -1.666435 0.0 0.0 -0.1 0.117
H 0.818628 6.285358 -2.458121 0.0 0.0 0.0 0.129
H 1.847592 6.330703 -0.379076 0.0 0.1 0.0 0.106
H 1.113273 3.780989 -0.147522 0.1 0.0 0.0 0.092
C 4.557508 0.614162 -0.246437 0.0 0.0 0.0 -0.256
C 4.177055 -0.472165 0.734526 0.1 0.0 0.0 -0.218
O 3.063737 -0.045985 1.526103 0.0 0.0 0.0 -0.076
O 4.870342 1.823935 0.409034 0.0 0.0 0.0 -0.053
H 5.433933 0.316767 -0.823549 0.0 0.0 0.0 0.127
H 3.724222 0.764207 -0.953247 0.0 0.0 0.0 0.106
H 4.987430 -0.647854 1.441315 0.0 0.0 0.0 0.130
H 3.956849 -1.406537 0.210415 0.0 0.0 0.0 0.125
H 2.289290 -0.031705 0.956288 0.0 -0.1 0.0 0.065
H 4.262786 1.912043 1.153847 0.0 0.0 0.0 0.080
C -2.142445 -3.068369 1.403601 0.0 0.0 0.1 -0.259
C -0.792209 -3.586144 1.844763 0.1 0.0 0.1 -0.208
O -0.119636 -4.253607 0.777398 0.0 0.0 -0.2 -0.077
O -2.998459 -4.093454 0.950121 0.0 -0.1 0.0 -0.044
H -2.626308 -2.571105 2.243862 -0.1 0.0 0.0 0.115
H -1.997506 -2.320900 0.611049 0.0 0.0 0.0 0.084
H -0.919135 -4.329548 2.631647 0.0 0.0 0.0 0.135
H -0.174787 -2.768423 2.230939 0.0 0.0 0.1 0.123
H 0.169016 -3.582153 0.147276 0.0 0.0 0.1 0.062
H -2.461725 -4.726503 0.457670 0.0 0.0 0.0 0.084
C 3.428551 -0.966807 5.554686 0.0 0.1 0.0 -0.252
C 2.780296 -2.268918 5.134212 0.0 0.2 0.0 -0.239
O 3.132708 -2.555587 3.784762 -0.1 -0.2 -0.2 -0.080
O 3.063576 0.078585 4.670015 0.0 -0.1 0.0 -0.073
H 3.103349 -0.682832 6.556420 0.0 0.0 0.0 0.122
H 4.520390 -1.089248 5.575177 0.0 0.0 0.0 0.119
H 1.696467 -2.146263 5.127987 0.0 0.0 0.0 0.119
H 3.036910 -3.088562 5.810349 0.0 0.0 0.0 0.122
H 4.056546 -2.823020 3.740160 0.0 0.0 0.1 0.092
H 3.082153 -0.289094 3.774103 0.0 0.1 0.0 0.040
C -4.053667 0.681444 1.911829 -0.1 -0.1 0.0 -0.251
C -4.971705 0.671754 3.116741 0.0 -0.1 0.0 -0.232
O -4.337555 1.312355 4.214011 0.1 0.0 0.0 -0.052
O -2.809458 0.070894 2.239852 0.0 0.4 -0.1 -0.088
H -4.498047 0.116200 1.089829 0.0 0.0 0.0 0.125
H -3.902236 1.722627 1.581572 0.0 0.0 0.0 0.107
H -5.129358 -0.359987 3.431807 -0.1 0.0 0.0 0.132
H -5.941552 1.115699 2.879232 0.0 0.0 0.0 0.128
H -4.342382 2.266588 4.083251 -0.1 0.0 0.0 0.098
H -2.634800 0.349183 3.152272 0.1 -0.1 0.0 0.094
C 2.401035 -7.170088 -0.408371 0.0 0.0 0.0 -0.263
C 1.374115 -7.252819 0.699684 0.0 -0.1 0.1 -0.249
O 1.731177 -6.392590 1.775144 0.1 0.0 -0.1 -0.077
O 3.693130 -7.497155 0.057865 0.0 0.0 0.0 -0.061
H 2.154612 -7.869187 -1.209497 0.0 0.0 0.0 0.121
H 2.390613 -6.152788 -0.830373 0.0 0.0 0.0 0.112
H 1.357118 -8.260419 1.116509 0.0 0.0 0.0 0.125
H 0.378621 -7.012537 0.312814 0.0 0.0 0.0 0.111
H 1.566651 -5.487199 1.481975 -0.2 0.0 0.1 0.059
H 3.772654 -7.114378 0.940711 0.0 0.0 0.0 0.079
```
Forces are in eV/Å.



(2)
Molecular formula: C18H54O13
Method: DFT, ωB97M-V/def2-TZVPD

relative energy (zero: lowest compared OMol25 entry of this formula, charge and spin): 25.392 eV
F_max: 0.3730 Eh/bohr
LUMO energy: 0.3 eV
E_HOMO: -7.67 eV

The geometry in XYZ format:
```
85
Properties=species:S:1:pos:R:3:forces:R:3:lowdin_charge:R:1
C 0.658357 -2.311300 -1.777678 0.3 -1.3 -1.3 -0.057
C 0.911307 -3.531430 -2.592798 0.6 -0.3 0.6 -0.312
O 0.728767 -3.274980 -3.938788 -1.0 0.6 -1.9 -0.060
H -0.373753 -1.964260 -1.826838 -0.1 -0.7 -0.5 0.097
H 1.291307 -1.490420 -2.114768 0.3 -0.3 0.1 0.107
H 0.792917 -2.532170 -0.718798 0.7 -0.9 -2.8 0.090
H 0.242237 -4.299010 -2.203858 -0.1 -0.5 -0.2 0.115
H 1.949017 -3.861230 -2.542928 0.1 -0.2 1.0 0.122
H 1.032727 -4.013960 -4.470888 0.0 0.0 0.0 0.089
C -2.532673 2.254760 0.768722 -0.2 1.0 0.3 -0.056
C -1.931523 2.349970 -0.614318 0.3 -0.6 0.0 -0.297
O -2.879853 2.240490 -1.639428 -1.2 1.3 0.2 -0.076
H -3.141183 3.122170 1.024502 0.2 0.3 0.2 0.097
H -1.740723 2.058020 1.491352 -0.6 1.1 0.1 0.065
H -3.161163 1.366130 0.827362 0.8 2.6 0.0 0.002
H -1.292653 1.484370 -0.789458 -0.7 0.9 -0.1 0.061
H -1.272263 3.199320 -0.793468 -0.9 0.3 0.5 0.109
H -3.507273 2.960330 -1.540638 -0.2 0.2 0.0 0.107
C -3.245243 -0.317200 0.594882 -1.0 -1.1 -1.3 -0.074
C -2.588303 -0.835790 1.804372 -0.2 -0.4 0.5 -0.171
O -1.478083 -1.591970 1.398012 -16.0 9.4 4.9 -0.043
H -3.679023 -1.127510 0.008932 -0.1 -0.3 0.1 0.118
H -2.481853 0.138670 -0.035608 -0.7 -0.3 0.0 0.058
H -4.029643 0.404870 0.821632 -0.5 -1.1 -0.2 0.100
H -3.277953 -1.454320 2.378742 -0.1 -0.3 0.1 0.138
H -2.205313 -0.081570 2.491802 -0.3 0.5 0.0 0.138
H -1.289043 -2.201410 2.115262 -3.5 4.5 -0.8 -0.184
C 0.040647 0.860300 0.623072 -0.1 -0.3 0.1 -0.142
C -0.120963 -0.204490 -0.439948 0.4 -0.3 3.4 -0.149
O -0.025903 -1.451380 0.297892 -8.3 10.6 -9.9 -0.072
H -0.785703 0.820950 1.332792 0.3 -1.1 -0.4 0.057
H 0.026117 1.892180 0.272182 0.1 -1.3 0.4 0.049
H 0.947537 0.766860 1.220492 -1.2 -0.2 -1.0 0.033
H 0.626417 -0.129910 -1.229858 -0.4 -0.1 0.5 0.091
H -1.125463 -0.154430 -0.860138 1.3 -0.6 0.9 0.079
H -0.908533 -1.643700 0.622822 -0.2 -0.5 -4.1 -0.224
C 3.837377 -1.037770 0.914892 -1.1 1.0 0.2 -0.042
C 2.287287 -0.820660 1.119762 3.1 -1.2 -1.4 -0.320
O 1.698267 -1.948790 0.621022 15.8 -3.3 3.7 -0.131
H 4.353637 -0.136890 1.246552 0.5 -0.2 0.5 0.060
H 4.065087 -1.092410 -0.149648 -0.4 -0.2 -0.1 0.063
H 4.169207 -1.977150 1.357102 0.1 0.3 0.3 0.065
H 2.024637 0.099940 0.598612 0.8 -0.6 -0.5 0.060
H 2.025007 -0.541880 2.140342 0.1 -0.5 0.9 0.096
H 0.772677 -1.837710 0.391802 4.3 -2.0 0.3 -0.399
C -2.349613 0.208650 -3.253388 -1.0 0.0 -1.5 -0.159
C -2.109613 0.220380 -4.840568 -0.8 0.6 2.8 -0.225
O -1.785773 -1.080450 -5.190898 0.5 -0.5 -1.0 -0.051
O -1.159073 0.110340 -2.446028 -1.6 1.4 -4.1 -0.149
H -2.987013 -0.631330 -2.977268 0.1 -0.7 -0.5 0.119
H -2.958923 1.023260 -2.861908 0.9 -0.1 -0.8 0.081
H -1.404313 1.015730 -5.081538 0.8 -0.3 0.0 0.111
H -2.983323 0.536960 -5.410218 -0.4 -0.4 0.3 0.113
H -0.937063 -1.302840 -4.801248 0.3 -0.3 -0.1 0.067
H -0.631343 -0.618860 -2.779728 0.1 -0.2 -0.1 0.058
C 2.504317 1.603700 -1.772558 -1.4 1.0 0.7 -0.198
C 2.103757 2.966860 -1.096188 -0.5 -1.2 -0.1 -0.112
O 0.678537 3.047620 -0.675168 2.8 1.1 -2.3 -0.162
O 1.860987 1.432250 -3.026188 0.5 0.4 -0.2 -0.053
H 2.125727 0.783490 -1.162608 0.7 0.2 0.5 0.079
H 3.591647 1.568330 -1.840178 -0.1 -0.1 -0.4 0.131
H 2.275847 3.802390 -1.774698 0.4 0.0 0.1 0.129
H 2.662957 3.023530 -0.162288 0.4 0.3 -0.6 0.100
H 0.226267 3.367470 -1.459228 -0.1 0.2 -0.1 0.084
H 0.934497 1.583510 -2.825338 -0.5 -0.2 -0.3 0.058
C -0.066603 -2.717230 2.282012 7.3 -4.7 3.1 -0.112
C 0.840917 -3.340700 3.391892 -1.3 0.4 -0.2 -0.164
O 0.886747 -2.524470 4.554412 -0.1 -0.2 -0.1 -0.051
O -1.425693 -3.234900 2.262692 0.4 -11.6 5.0 0.089
H 0.452687 -2.997750 1.365632 -0.7 -0.2 0.7 0.147
H -0.144253 -1.632720 2.358922 2.0 -0.8 1.1 0.171
H 1.857217 -3.529310 3.045992 -0.1 0.0 -0.4 0.125
H 0.359717 -4.280700 3.661972 0.3 -0.2 0.3 0.119
H 1.282917 -1.705720 4.247362 0.1 0.3 0.2 0.072
H -1.330653 -4.181360 2.133132 -0.2 -0.3 0.3 0.163
C 0.858367 2.128510 2.741592 -0.2 2.6 0.7 -0.205
C 1.425367 3.390380 2.087682 0.5 0.6 -0.5 -0.221
O 2.412377 4.079640 2.860742 0.3 -0.7 -0.3 -0.057
O 0.369357 2.565340 4.032352 -0.3 -0.6 -0.2 -0.057
H 1.579897 1.311500 2.741472 0.2 0.2 0.7 0.112
H 0.035387 1.816170 2.098752 0.3 0.9 2.0 0.045
H 0.695887 4.147350 1.799702 -0.9 -0.3 0.5 0.129
H 1.821807 3.202250 1.089922 0.4 -0.3 1.1 0.061
H 2.036587 4.269860 3.723402 -0.2 0.0 0.0 0.071
H 0.987047 2.419260 4.752562 0.2 -0.2 -0.2 0.082
```
Forces are in eV/Å.



(3)
Molecular formula: C18H54O9
Method: DFT, ωB97M-V/def2-TZVPD

relative energy (zero: lowest compared OMol25 entry of this formula, charge and spin): 2.733 eV
F_max: 0.0382 Eh/bohr
SMILES: CCO.CCO.CCO.CCO.CCO.CCO.CCO.CCO.CCO
LUMO energy: 0.4 eV
E_HOMO: -9.53 eV

The geometry in XYZ format:
```
81
Properties=species:S:1:pos:R:3:forces:R:3:lowdin_charge:R:1
C -4.517462 -1.669367 -0.051166 -0.1 0.1 -0.1 -0.082
C -5.562974 -2.379480 -0.899251 0.7 0.2 -0.1 -0.295
O -5.486016 -1.880229 -2.239538 0.3 0.3 0.1 -0.090
H -4.354079 -2.205289 0.884116 -0.2 0.1 0.1 0.078
H -4.801475 -0.640151 0.171066 0.1 0.0 0.0 0.069
H -3.560587 -1.696342 -0.575230 -0.1 0.1 -0.1 0.064
H -6.572223 -2.181038 -0.536146 0.0 -0.5 0.3 0.112
H -5.258588 -3.429184 -0.874872 -0.6 -0.2 -0.1 0.111
H -5.898789 -2.496965 -2.847156 -0.1 0.0 0.0 0.083
C 2.763326 4.889875 2.343077 -0.5 0.3 -0.2 -0.076
C 2.685543 3.898188 1.197414 0.1 0.1 -0.6 -0.312
O 3.974514 3.845615 0.587809 0.9 0.3 0.5 -0.094
H 3.328391 5.767244 2.026014 0.2 -0.1 0.0 0.076
H 3.192512 4.494831 3.260974 0.1 -0.1 -0.1 0.072
H 1.761661 5.271166 2.558268 0.0 -0.2 0.1 0.074
H 1.995185 4.278002 0.433302 -0.3 -0.1 0.3 0.109
H 2.363687 2.900444 1.508103 -0.1 0.1 0.1 0.100
H 4.037784 3.242345 -0.151223 -0.5 -0.3 0.0 0.034
C -4.234523 3.048433 -3.250045 0.0 -0.4 -0.1 -0.084
C -4.272193 1.545795 -3.040223 0.5 -0.4 -1.1 -0.352
O -5.081988 1.265912 -1.927892 0.2 0.0 0.6 -0.074
H -5.228313 3.419596 -3.495213 0.0 0.2 0.1 0.072
H -3.533121 3.296646 -4.048460 -0.1 0.0 -0.1 0.071
H -3.856618 3.520014 -2.342778 -0.2 0.1 0.1 0.074
H -3.228783 1.189422 -3.013200 -0.1 0.0 0.9 0.089
H -4.631911 0.975795 -3.912373 -0.4 0.5 -0.1 0.112
H -5.159380 0.313642 -1.796468 0.0 0.0 -0.3 0.038
C 3.320218 0.011355 -2.571553 -0.4 -0.4 0.6 -0.069
C 3.765470 1.413013 -2.167880 0.1 -0.8 0.1 -0.273
O 2.643751 2.073077 -1.582653 -0.1 0.2 -0.2 -0.106
H 3.066261 -0.596845 -1.694056 0.2 0.2 0.1 0.068
H 4.084043 -0.553737 -3.102444 0.1 0.2 -0.2 0.079
H 2.381312 0.016591 -3.127662 0.2 0.3 -0.4 0.081
H 4.197067 1.923243 -3.028630 -0.3 0.3 0.0 0.120
H 4.529354 1.348256 -1.385898 0.2 0.0 -0.2 0.100
H 2.576163 3.008728 -1.799786 0.2 -0.1 -0.2 0.110
C 4.978029 -0.974726 2.462030 -0.1 -0.8 -0.1 -0.084
C 4.330418 0.028973 1.549881 -1.1 -0.1 -0.3 -0.276
O 2.903277 -0.175818 1.682245 0.0 -0.4 0.3 -0.109
H 4.688669 -1.991916 2.181090 -0.2 0.1 -0.2 0.072
H 4.592596 -0.862830 3.474904 0.4 0.3 0.1 0.079
H 6.067538 -0.990739 2.399542 -0.1 0.4 0.3 0.079
H 4.579248 -0.167230 0.501754 0.4 0.2 0.1 0.102
H 4.543974 1.061129 1.839176 0.2 0.0 -0.2 0.111
H 2.376741 0.196911 0.962906 0.2 0.4 0.1 0.051
C -2.845952 1.892263 2.166587 0.8 -0.6 0.1 -0.084
C -1.640036 2.828083 2.343449 -1.2 -0.1 0.2 -0.325
O -1.296777 3.470453 1.136050 0.4 -0.1 -0.1 -0.083
H -3.695881 2.354549 1.672489 0.0 0.2 0.2 0.076
H -3.104401 1.467541 3.141690 -0.3 0.2 0.0 0.072
H -2.552808 1.022581 1.567933 0.0 0.1 -0.2 0.045
H -0.830967 2.264306 2.819739 0.3 0.1 -0.3 0.108
H -1.933367 3.613971 3.043641 0.2 0.1 -0.1 0.106
H -0.829964 2.829794 0.578965 0.1 0.1 0.1 0.046
C -1.214618 0.316137 -1.247474 0.1 0.2 1.3 -0.067
C -0.182664 0.144612 -0.135997 -0.1 0.2 -0.9 -0.298
O 0.613301 1.314884 0.044525 0.5 -0.1 0.1 -0.118
H -1.718331 -0.648530 -1.320781 0.0 0.1 -0.6 0.061
H -0.680697 0.648753 -2.135815 -0.3 -0.3 -0.3 0.082
H -1.953765 1.059733 -0.939989 0.0 0.1 -0.2 0.067
H 0.419963 -0.712247 -0.455695 0.2 0.1 0.5 0.091
H -0.667261 -0.039481 0.821428 0.1 -0.2 0.0 0.111
H 1.312790 1.395411 -0.641178 -0.6 0.0 0.2 0.046
C 2.072653 -3.534219 3.599510 -0.7 -0.3 0.7 -0.088
C 0.935347 -3.353399 2.617746 0.6 0.6 -0.5 -0.287
O 1.402529 -2.718923 1.414129 -0.2 -0.1 0.0 -0.116
H 2.852290 -4.182203 3.207533 0.2 0.2 0.0 0.078
H 1.673100 -3.994404 4.512750 0.1 -0.2 -0.1 0.077
H 2.429051 -2.564706 3.945954 0.4 0.0 -0.3 0.070
H 0.164102 -2.734728 3.086477 -0.2 -0.1 -0.1 0.113
H 0.515027 -4.300424 2.284556 -0.1 0.0 0.2 0.110
H 1.975440 -1.965752 1.636567 -0.1 0.1 0.1 0.047
C -0.648453 -4.861128 -2.468880 1.2 -1.5 0.1 -0.088
C 0.163385 -4.299955 -1.318429 0.9 0.8 -0.3 -0.327
O -0.442014 -3.068789 -0.937570 -0.1 0.0 0.1 -0.105
H -0.688355 -4.214524 -3.342540 -0.8 0.6 0.5 0.076
H -1.553701 -5.303404 -2.060979 -0.5 0.5 -0.5 0.072
H -0.112078 -5.702166 -2.938178 0.1 -0.1 0.5 0.072
H 1.205226 -4.120495 -1.627696 -0.1 0.2 -0.3 0.108
H 0.317288 -4.943274 -0.445220 -0.7 -0.4 -0.1 0.105
H 0.052889 -2.712675 -0.187172 0.1 -0.1 0.2 0.030
```
Forces are in eV/Å.